Density functional theory data (wB97M-V/def2-TZVPD) for a structure of composition C26H29NOP2PrS in a non-equilibrium geometry.

Summary:
Expectation value of S² ... 2.0181
Lowest unoccupied orbital energy (spin up / spin down) ... -3.711 / -3.673 eV
HOMO (spin up / spin down) ... -10.31 / -10.29 eV
Kohn-Sham gap (spin up / spin down) ... 6.599 / 6.621 eV

Geometry as ORCA input:
```
! RIJCOSX wB97M-V def2-TZVPD def2/J DEFGRID3
* xyz 1 3
C -2.47 -1.45 -3.81
C -1.75 -0.51 -3.08
C -2.35 0.16 -1.96
C -3.68 -0.17 -1.55
C -4.37 -1.20 -2.31
C -3.76 -1.82 -3.39
C -4.25 0.57 -0.50
C -3.55 1.59 0.13
C -2.22 1.88 -0.34
C -1.44 2.92 0.26
C -1.99 3.64 1.34
C -3.26 3.34 1.83
C -4.05 2.38 1.24
H -2.03 -1.91 -4.68
H -5.40 -1.43 -2.07
H -4.29 -2.59 -3.97
H -5.31 0.35 -0.20
H -1.41 4.43 1.79
H -3.67 3.93 2.68
H -5.06 2.18 1.57
N -1.63 1.05 -1.24
Pr 0.40 -1.00 0.60
C -0.36 -0.17 -3.49
H -0.16 0.91 -3.44
H -0.17 -0.54 -4.52
C -0.04 3.22 -0.18
H 0.00 3.15 -1.29
H 0.26 4.21 0.19
P 0.83 -0.98 -2.32
P 1.13 1.91 0.45
C 1.29 2.52 2.21
H 2.10 1.91 2.67
H 1.55 3.60 2.21
H 0.32 2.33 2.73
C 2.66 2.52 -0.31
H 2.85 3.59 -0.09
H 3.50 1.91 0.07
H 2.58 2.37 -1.41
C 0.55 -2.74 -2.82
H 0.70 -2.86 -3.92
H 1.27 -3.38 -2.27
H -0.47 -3.05 -2.54
C 2.38 -0.61 -3.19
H 3.19 -1.06 -2.62
H 2.36 -1.01 -4.22
H 2.51 0.48 -3.21
C -0.50 -0.39 2.97
O -0.86 -0.30 4.08
H -1.47 -0.31 1.36
S 3.17 -0.94 0.92
C 3.37 -1.98 2.30
C 3.28 -1.43 3.61
C 3.13 -2.29 4.71
C 3.16 -3.68 4.52
C 3.45 -4.21 3.26
C 3.63 -3.37 2.17
H 3.23 -0.36 3.73
H 2.91 -1.86 5.69
H 2.89 -4.35 5.35
H 3.48 -5.30 3.13
H 3.84 -3.77 1.17
*
```


Density functional theory data (wB97M-V/def2-TZVPD) for a structure of composition C26H30AuF5N4O2S.

Summary:
Expectation value of S² ... 2.0445
Lowest unoccupied orbital energy (spin up / spin down) ... -7.037 / -9.991 eV
HOMO (spin up / spin down) ... -13.49 / -13.54 eV
Kohn-Sham gap (spin up / spin down) ... 6.451 / 3.545 eV

Geometry as ORCA input:
```
! RIJCOSX wB97M-V def2-TZVPD def2/J DEFGRID3
* xyz 2 3
Au 0.49 -1.36 -0.73
N 0.22 -1.87 3.59
C 1.02 -0.80 3.63
C 1.27 -0.45 2.29
N 0.64 -1.29 1.49
C -0.03 -2.18 2.27
C -0.82 -3.18 1.71
N -0.98 -3.28 0.37
C -1.76 -4.32 0.14
C -2.12 -4.92 1.38
N -1.53 -4.19 2.33
H -0.14 -2.35 4.40
H 1.36 -0.36 4.55
H 1.87 0.36 1.91
H -2.05 -4.63 -0.85
H -2.74 -5.78 1.59
H -1.61 -4.38 3.32
O -0.48 0.76 -0.47
S -1.54 1.45 -1.33
C -1.40 3.18 -0.86
C -0.03 3.70 -1.21
C 0.88 3.99 -0.19
C 2.13 4.50 -0.50
C 2.49 4.70 -1.83
C 1.60 4.38 -2.85
C 0.34 3.89 -2.54
C -3.15 1.06 -0.58
C -3.23 1.27 0.90
C -3.91 2.37 1.42
C -3.98 2.57 2.79
C -3.38 1.67 3.66
C -2.72 0.56 3.14
C -2.64 0.37 1.77
H -1.60 3.26 0.21
H -2.18 3.69 -1.42
H 0.58 3.86 0.84
H 2.82 4.76 0.29
H 3.46 5.10 -2.07
H 1.87 4.54 -3.88
H -0.36 3.67 -3.33
H -3.32 0.02 -0.86
H -3.86 1.67 -1.13
H -4.39 3.08 0.75
H -4.51 3.43 3.18
H -3.45 1.82 4.73
H -2.27 -0.15 3.83
H -2.13 -0.49 1.36
C 2.94 1.05 -1.18
C 3.48 -0.28 -1.64
O 2.93 -1.34 -0.83
C 3.55 -2.60 -1.10
C 3.05 -3.62 -0.11
H 3.31 1.84 -1.82
H 3.27 1.28 -0.16
H 1.85 1.10 -1.23
H 4.57 -0.32 -1.53
H 3.24 -0.47 -2.69
H 4.63 -2.46 -1.01
H 3.33 -2.90 -2.13
H 3.33 -3.35 0.91
H 3.48 -4.60 -0.33
H 1.97 -3.72 -0.17
F 1.26 -2.23 -3.31
C 0.27 -1.50 -2.76
F 0.30 -0.27 -3.32
C -1.07 -2.17 -3.15
F -1.33 -2.06 -4.44
F -2.09 -1.61 -2.46
F -1.03 -3.47 -2.81
*
```


Density functional theory data (wB97M-V/def2-TZVPD) for a structure of composition C26H30BBrCl2N8O5W in a non-equilibrium geometry.

Summary:
Expectation value of S² ... 2.0560
Lowest unoccupied orbital energy (spin up / spin down) ... -0.222 / -0.821 eV
HOMO (spin up / spin down) ... -6.73 / -6.79 eV
Kohn-Sham gap (spin up / spin down) ... 6.512 / 5.968 eV

Geometry as ORCA input:
```
! RIJCOSX wB97M-V def2-TZVPD def2/J DEFGRID3
* xyz 0 3
W 1.06 1.59 -0.22
C 4.61 -2.12 2.28
N 3.91 -0.86 2.19
C 3.50 -0.20 3.43
C 3.37 -0.43 1.04
O 2.62 0.55 1.03
C 3.72 -1.16 -0.24
O 3.24 -0.39 -1.30
C 2.63 -1.07 -2.36
C 1.68 -0.06 -3.00
O 1.32 0.94 -2.38
N 1.24 -0.30 -4.24
C 0.32 0.63 -4.87
C 1.57 -1.51 -4.98
H 5.14 -2.16 3.23
H 5.36 -2.23 1.49
H 3.93 -2.98 2.24
H 4.29 -0.34 4.17
H 2.56 -0.60 3.80
H 3.36 0.86 3.24
H 3.29 -2.16 -0.22
H 4.81 -1.26 -0.31
H 2.03 -1.92 -2.01
H 3.37 -1.43 -3.09
H 0.40 1.60 -4.38
H -0.71 0.28 -4.77
H 0.57 0.73 -5.92
H 1.68 -2.37 -4.31
H 2.48 -1.40 -5.57
H 0.75 -1.74 -5.66
Br 3.13 3.08 -0.51
C 0.06 3.01 -1.33
C -0.20 4.08 -2.16
C -1.51 4.21 -2.58
C -2.48 3.32 -2.16
C -2.15 2.27 -1.30
N -0.86 2.15 -0.92
C -3.25 1.34 -0.81
O -4.23 1.21 -1.55
O -2.97 0.73 0.25
H 0.58 4.77 -2.46
H -1.79 5.03 -3.24
H -3.51 3.40 -2.47
B -0.10 0.94 3.45
N -1.31 -0.06 3.27
C -3.39 -1.61 2.25
C -2.97 -2.88 2.92
C -1.65 -2.79 2.99
N 0.19 -0.28 0.70
N -0.16 2.31 2.67
C -0.70 3.39 3.25
C -0.40 4.52 2.51
C 0.38 4.02 1.47
N 0.49 2.70 1.57
H 0.94 0.36 3.27
H -0.24 1.29 4.59
H -3.85 -0.82 2.84
H -3.62 -3.68 3.26
H -0.83 -3.43 3.28
H -1.24 3.28 4.17
H -0.67 5.54 2.71
H 0.88 4.56 0.68
Cl -2.68 -5.49 -1.85
C -3.18 -4.10 -0.94
C -4.31 -4.19 -0.08
C -4.70 -3.15 0.71
C -3.95 -1.81 0.82
C -2.91 -1.98 -0.19
Cl -1.54 -1.10 2.25
C -2.54 -2.85 -0.97
N 0.27 -0.43 -0.44
H -4.90 -5.10 -0.08
H -5.60 -3.24 1.30
H -4.64 -0.99 0.61
*
```